Computed, not measured: C25H52F2GaN4O5 as an isolated structure in a non-equilibrium geometry, with ωB97M-V/def2-TZVPD.

Output
LUMO in eV: 2.082
Energy above the lowest of the compared OMol25 structures with the same formula, charge and spin in eV: 0.000
E_HOMO in eV: -4.98
Orbital gap in eV: 7.06

```
! RIJCOSX wB97M-V def2-TZVPD def2/J DEFGRID3
* xyz -1 1
C 6.650 -2.961 -0.070
C 6.468 -2.514 -1.509
C 6.207 -1.004 -1.718
C 5.619 -0.240 -0.534
C 4.579 0.803 -0.972
C 4.342 1.866 0.090
C 2.968 2.550 0.081
C 1.824 1.594 -0.220
C 0.445 2.095 0.179
C -0.568 0.952 0.072
C -0.771 0.421 -1.339
C -1.602 -0.880 -1.379
C -0.851 -2.107 -1.923
C -0.974 -3.348 -1.030
Ga -0.040 -3.000 0.754
N 1.127 -4.658 1.176
C 1.529 -4.602 2.497
O 1.132 -3.919 3.451
F 2.504 -5.554 2.742
C 2.272 -4.808 0.375
O 2.709 -5.830 -0.179
F 2.930 -3.626 0.174
H 5.716 -2.935 0.478
H 7.406 -2.377 0.444
H 6.960 -4.003 -0.058
H 5.682 -3.085 -1.993
H 7.386 -2.757 -2.041
H 5.507 -0.903 -2.544
H 7.129 -0.521 -2.031
H 5.098 -0.911 0.140
H 6.386 0.275 0.040
H 4.911 1.255 -1.906
H 3.675 0.249 -1.199
H 4.551 1.464 1.080
H 5.093 2.643 -0.063
H 2.965 3.365 -0.641
H 2.815 3.018 1.050
H 1.847 1.370 -1.280
H 1.994 0.663 0.320
H 0.115 2.894 -0.485
H 0.462 2.473 1.196
H -0.276 0.149 0.741
H -1.532 1.326 0.421
H 0.166 0.218 -1.844
H -1.280 1.196 -1.908
H -2.029 -1.089 -0.402
H -2.421 -0.702 -2.075
H 0.206 -1.884 -2.053
H -1.235 -2.322 -2.923
H -0.529 -4.199 -1.547
H -2.029 -3.548 -0.863
H 0.943 -1.744 0.645
H -1.102 -2.797 1.900
C -4.254 -4.884 1.063
O -3.348 -4.172 1.419
N -4.287 -6.219 1.282
C -5.378 -7.053 0.839
C -3.162 -6.812 1.989
H -5.137 -4.512 0.510
H -5.857 -7.550 1.688
H -5.024 -7.819 0.145
H -6.121 -6.441 0.331
H -3.058 -6.366 2.978
H -2.234 -6.633 1.446
H -3.327 -7.883 2.087
C 0.596 6.259 1.665
O 1.073 5.231 1.232
N -0.673 6.683 1.507
C -1.121 7.935 2.073
C -1.633 5.879 0.762
H 1.198 6.967 2.264
H -1.937 7.767 2.781
H -1.476 8.606 1.288
H -0.298 8.415 2.598
H -1.743 4.898 1.228
H -1.292 5.728 -0.261
H -2.590 6.387 0.741
C -5.014 5.412 -1.586
O -4.019 6.063 -1.328
N -5.167 4.115 -1.292
C -6.362 3.375 -1.640
C -4.088 3.432 -0.596
H -5.891 5.849 -2.094
H -6.842 2.980 -0.743
H -6.117 2.541 -2.299
H -7.063 4.031 -2.152
H -3.901 3.907 0.367
H -3.169 3.479 -1.178
H -4.360 2.393 -0.439
*
```

Here are the Löwdin charges for atoms 1 to 8, given in e:
1 C -0.12
2 C -0.25
3 C -0.21
4 C -0.22
5 C -0.22
6 C -0.21
7 C -0.21
8 C -0.23



Computed, not measured: C25H53AlCaCl4CsF3IO10P as an isolated structure in a non-equilibrium geometry, with ωB97M-V/def2-TZVPD.

Output
LUMO in eV: -5.172
E_HOMO in eV: -6.24
Orbital gap in eV: 1.07

```
! RIJCOSX wB97M-V def2-TZVPD def2/J DEFGRID3
* xyz 0 1
C -2.033 0.500 -4.647
C -3.215 1.059 -3.851
O -3.163 2.454 -3.639
C -1.938 2.841 -3.046
C -1.037 3.574 -4.039
C 0.001 4.303 -3.190
O 1.333 4.151 -3.619
C 1.626 2.796 -3.637
I 2.230 2.336 -5.706
C 2.801 2.440 -2.711
O 3.230 1.170 -3.096
C 3.027 0.211 -2.120
P 1.423 -0.745 -2.441
C 1.893 -2.341 -3.263
C 0.637 -2.984 -3.918
C 0.620 -1.197 -0.824
C -0.918 -1.167 -1.025
H -2.274 -0.494 -5.004
H -1.790 1.122 -5.498
H -1.143 0.411 -4.030
H -3.339 0.501 -2.925
H -4.095 0.866 -4.452
H -2.158 3.536 -2.238
H -1.428 2.001 -2.579
H -0.633 2.850 -4.731
H -1.673 4.253 -4.585
H -0.089 4.043 -2.132
H -0.219 5.362 -3.235
H 0.808 2.161 -3.314
H 2.449 2.484 -1.675
H 3.634 3.124 -2.825
H 3.838 -0.514 -2.187
H 2.976 0.585 -1.097
H 2.680 -2.135 -4.019
H 2.229 -3.048 -2.457
H -0.044 -3.284 -3.126
H 0.130 -2.304 -4.585
H 0.872 -3.893 -4.502
H 0.903 -0.536 -0.008
H 0.860 -2.208 -0.494
H -1.419 -1.660 -0.204
H -1.125 -1.679 -1.953
H -1.262 -0.144 -1.068
C 0.889 2.705 1.489
O 2.117 1.974 1.622
C 3.270 2.783 1.382
C 3.958 3.180 2.693
O 3.154 4.066 3.446
C 2.523 3.428 4.525
H 0.084 2.086 1.877
H 0.917 3.638 2.050
H 0.694 2.912 0.435
H 3.014 3.663 0.795
H 3.961 2.180 0.797
H 4.880 3.713 2.455
H 4.224 2.296 3.286
H 3.275 3.207 5.293
H 2.024 2.501 4.233
H 1.783 4.108 4.943
Cs 4.037 0.529 1.777
C -5.041 2.032 -0.382
Cl -3.489 1.679 0.366
Cl -5.818 0.549 -0.918
H -5.676 2.528 0.342
H -4.887 2.672 -1.243
O -6.626 -0.965 3.035
C -6.426 -2.125 2.785
C -6.639 -2.362 1.056
O -6.465 -3.557 0.788
H -7.089 -2.865 3.286
H -5.338 -2.586 2.940
H -5.957 -1.630 0.603
H -7.639 -1.944 0.842
Al 2.468 -4.932 -3.543
Cl 3.761 -0.418 -6.065
Cl -3.650 -1.615 3.165
C -2.760 -7.086 2.439
C -3.047 -7.883 3.705
O -2.899 -7.147 4.906
C -3.985 -6.332 5.358
O -5.111 -6.958 5.415
C -4.114 -4.987 4.559
F -2.907 -4.492 4.275
F -4.737 -4.067 5.299
F -4.782 -5.084 3.410
H -1.913 -6.415 2.582
H -2.544 -7.765 1.611
H -3.615 -6.486 2.139
H -2.295 -8.673 3.773
H -4.015 -8.387 3.653
H -3.576 -5.966 6.329
Ca 4.965 3.364 6.499
C 9.016 3.964 0.979
C 9.272 3.563 2.455
O 8.188 2.924 2.949
H 8.161 4.638 0.892
H 9.891 4.485 0.569
H 8.834 3.087 0.357
H 9.572 4.511 2.961
H 10.229 2.993 2.443
*
```

Here are the Löwdin charges for atoms 1 to 8, given in e:
1 C -0.07
2 C -0.27
3 O -0.14
4 C -0.25
5 C -0.14
6 C -0.21
7 O -0.19
8 C -0.70



Computed, not measured: C25H53ClOP2ReSi2 as an isolated structure in a non-equilibrium geometry, with ωB97M-V/def2-TZVPD.

Output
⟨S²⟩: 3.77
LUMO (spin up / spin down) in eV: 0.497 / 0.315
Energy above the lowest of the compared OMol25 structures with the same formula, charge and spin in eV: 1.815
E_HOMO (spin up / spin down) in eV: -4.79 / -6.59
Orbital gap (spin up / spin down) in eV: 5.29 / 6.91

```
! RIJCOSX wB97M-V def2-TZVPD def2/J DEFGRID3
* xyz 0 4
Re 0.376 -0.396 -0.269
C -0.913 -0.711 1.313
C -1.375 -1.710 0.406
C -0.214 -2.473 0.098
Si -3.217 -1.949 -0.085
C 0.812 -2.124 1.003
C 0.320 -1.132 1.895
Si 0.970 -0.515 3.592
H -2.373 -0.246 2.789
H -0.236 -3.247 -0.656
H 1.795 -2.556 1.132
Cl 1.544 0.802 -2.070
C -0.243 -0.366 5.010
C 2.330 -1.600 4.289
C -4.523 -1.835 1.252
C -3.556 -3.616 -0.875
H 1.874 -2.532 4.652
H 2.793 -1.113 5.160
H 3.131 -1.872 3.597
H -1.112 0.268 4.816
H 0.276 0.042 5.889
H -0.602 -1.366 5.285
H -3.499 -4.387 -0.093
H -2.881 -3.913 -1.682
H -4.581 -3.640 -1.272
H -4.397 -2.671 1.953
H -5.517 -1.946 0.796
H -4.524 -0.904 1.825
C 1.545 1.155 2.981
C -3.283 -0.499 -1.262
P 2.079 1.019 1.232
H 2.358 1.522 3.617
H 0.707 1.869 3.027
P -1.637 -0.254 -2.032
H -3.535 0.415 -0.698
H -4.056 -0.673 -2.019
C -1.953 1.153 -3.188
C -1.490 -1.759 -3.168
C 3.672 0.009 1.369
C 2.663 2.734 0.868
C 1.593 3.531 0.117
H 3.527 2.561 0.206
C 3.095 3.531 2.102
H 2.237 3.722 2.761
H 3.478 4.498 1.755
H 3.888 3.054 2.686
H 1.337 3.063 -0.838
H 1.992 4.533 -0.091
H 0.682 3.641 0.722
H 3.340 -0.967 1.764
C 4.698 0.624 2.327
C 4.291 -0.196 -0.018
H 4.318 0.797 3.343
H 5.096 1.566 1.923
H 5.538 -0.080 2.409
H 3.603 -0.686 -0.718
H 5.180 -0.832 0.096
H 4.609 0.764 -0.450
H -1.475 -2.619 -2.476
C -0.167 -1.715 -3.940
C -2.669 -1.903 -4.137
H -3.652 -1.942 -3.648
H -2.538 -2.850 -4.679
H -2.667 -1.093 -4.880
H 0.706 -1.663 -3.278
H -0.143 -0.854 -4.624
H -0.092 -2.632 -4.540
C -1.480 2.478 -2.584
C -3.416 1.301 -3.617
H -1.327 0.899 -4.058
H -4.047 1.569 -2.759
H -3.832 0.410 -4.097
H -3.466 2.120 -4.344
H -2.027 2.712 -1.660
H -1.673 3.277 -3.312
H -0.406 2.464 -2.374
C 3.946 1.065 -4.862
H 4.115 0.019 -4.641
H 3.073 1.343 -5.439
H 4.422 1.814 -4.242
C -2.930 0.611 3.098
O -1.058 0.580 0.982
H -2.182 1.369 3.387
H -3.538 0.207 3.934
H -3.504 0.927 2.214
*
```

Here are the Löwdin charges for atoms 1 to 8, given in e:
1 Re 0.97
2 C -0.65
3 C -0.30
4 C -0.24
5 Si 0.56
6 C -0.24
7 C -0.30
8 Si 0.56



Number 1: total energy -3703.563728 Ha. Number 2: total energy -5455.415191 Ha. Number 3: total energy -2859.669002 Ha.